{"formula": "C5H6N", "method": "the ωB97M-V functional and the def2-TZVPD basis", "mol_weight_da": 80.11, "orbital_gap_ev": 9.4, "homo_energy_ev": -14.2482, "charge": 1, "lumo_energy_ha": -0.17665, "fmax_ev_per_a": 4.630, "symbols": ["C", "C", "C", "C", "C", "N", "H", "H", "H", "H", "H", "H"], "positions_angstrom": [[1.371764, 0.354340, 0.084923], [-0.277237, -0.718230, -0.036731], [-1.028302, 1.462910, 0.032965], [-1.332808, 0.194162, -0.088046], [-0.125133, -2.020704, -0.007197], [2.447512, 0.795536, 0.078495], [-1.877694, 2.076862, -0.146048], [-0.081780, 2.071666, -0.010458], [-2.267729, -0.192410, -0.359559], [-0.877167, -2.711523, 0.086851], [0.845165, -2.661301, -0.055698], [3.203409, 1.348693, 0.420499]], "forces_ev_per_angstrom": [[-0.03, -1.60, -0.59], [2.52, -1.45, 0.33], [-0.88, 2.54, -1.09], [2.39, 0.87, 0.30], [4.62, -0.05, -0.23], [-2.63, -0.76, 0.45], [-0.51, 0.98, 0.28], [-0.86, -1.37, 0.50], [-1.37, -0.36, -0.02], [-2.55, -0.93, 0.05], [-1.38, 1.89, 0.14], [0.68, 0.23, -0.12]]}

{"formula": "C5H6N", "method": "the ωB97M-V functional and the def2-TZVPD basis", "mol_weight_da": 80.11, "orbital_gap_ev": 9.4, "homo_energy_ev": -14.4856, "charge": 1, "lumo_energy_ha": -0.18554, "fmax_ev_per_a": 5.009, "symbols": ["C", "C", "C", "C", "C", "N", "H", "H", "H", "H", "H", "H"], "positions_angstrom": [[-2.262174, -0.470446, 0.264704], [-2.990333, 0.396269, -0.289144], [-1.688073, 0.937084, -0.594835], [-0.266576, -0.433829, 0.102885], [1.128235, -0.385799, -0.160935], [-1.138700, -1.256233, 0.621544], [-1.282945, 1.862584, -0.178833], [-1.457939, 0.885777, -1.581601], [1.781407, -1.184724, 0.180348], [1.296567, 0.598527, 0.481790], [1.444429, -0.044702, -1.056575], [-1.291110, -2.200232, 1.030060]], "forces_ev_per_angstrom": [[-0.37, -0.77, 0.55], [-1.16, -0.73, 1.09], [2.17, 0.62, 1.91], [-1.65, -0.05, -1.40], [0.39, 0.89, 4.91], [-1.30, 1.12, -0.58], [-0.46, -0.30, 0.63], [0.88, -0.59, -3.02], [-0.19, -0.16, 0.24], [0.35, -1.68, -0.73], [0.34, 1.02, -3.35], [1.00, 0.61, -0.25]]}